DFT (wB97M-V/def2-TZVPD) results for an isolated molecule of C4H6O2.

Last columns: bonded neighbours and bond lengths (Å).
Element x y z (Å)
1 C 1.12684 -1.33599 0.16705  C2 1.496, H7 1.092, H8 1.099, H9 1.093
2 C 0.15843 -0.44753 -0.54763  C1 1.496, O6 1.284, H10 1.093
3 C -0.93485 1.02742 0.75524  C4 1.399, H11 1.094, H12 1.081
4 C -0.90371 1.45422 -0.57672  C3 1.399, O5 1.180, O6 1.700
5 O -1.55314 1.92830 -1.44049  C4 1.180
6 O 0.53702 0.67811 -1.03596  C2 1.284, C4 1.700
7 H 1.91775 -0.74784 0.63729  C1 1.092
8 H 1.58719 -2.02320 -0.55703  C1 1.099
9 H 0.60760 -1.94360 0.91261  C1 1.093
10 H -0.74175 -0.92418 -0.94513  C2 1.093
11 H -1.80685 1.32637 1.34355  C3 1.094
12 H 0.00547 1.00793 1.28721  C3 1.081

Summary:
- electronic energy (eV) = -8337.5343
- multiplicity = 1
- max |F| (eV/A) = 0.85
- net charge = 0